28
Properties=species:S:1:pos:R:3:forces:R:3:mulliken_charge:R:1 method="wB97M-V/def2-TZVPD" de_lowest_ev=0.034 orbital_gap_ev=6.6 lumo_energy_ev=1.725 e_tot_ev=-78302.6780 charge=-1
Sr 0.15104 -1.80028 -0.18672 -0.153 0.039 -0.586 1.464
S 1.38228 -1.94325 2.24564 -0.592 -0.136 0.548 -0.679
C 2.75539 -1.30473 1.40659 0.957 -0.547 0.657 0.993
S 2.85415 -0.89744 -0.24482 -0.684 0.195 -0.928 -0.609
C 3.93675 -1.25193 2.14362 -0.755 0.391 0.236 -0.061
C 5.10222 -0.75029 1.50955 0.867 -0.250 0.263 0.013
N 6.08565 -0.41835 0.99944 -0.316 0.053 0.207 -0.545
C 3.89034 -1.59195 3.53604 0.531 0.077 -0.407 0.003
N 3.83831 -1.89993 4.64555 0.120 0.064 0.091 -0.538
Cl -2.49997 -0.79448 4.39178 0.266 0.871 -1.098 -0.196
C -1.85746 -0.40339 2.70545 0.892 -2.880 1.431 0.109
Cl -2.61158 -1.62582 1.60381 0.254 0.445 -0.056 -0.190
H -0.77533 -0.71964 2.78592 -1.094 0.894 -0.328 -0.005
H -2.06848 0.56758 2.32868 -0.274 0.678 0.163 0.270
C -0.08405 1.25054 -2.57686 -0.173 0.805 -0.001 -1.746
C -1.36960 0.59483 -2.05631 0.033 -0.448 1.094 1.135
O -1.21149 -0.71612 -1.64772 -0.123 0.839 -1.208 -1.194
C -2.44352 0.80409 -3.13202 0.938 -0.637 1.225 0.625
F -1.86875 0.58126 -4.28775 0.217 -0.348 -2.096 -0.297
F -3.42912 -0.06506 -3.00139 -1.039 0.008 -0.007 -0.251
F -2.90497 2.05832 -3.16060 -0.658 0.226 -0.061 -0.273
C -1.79174 1.33296 -0.78994 -0.540 1.415 -0.360 0.693
F -0.94228 1.00811 0.19662 0.246 0.262 0.570 -0.221
F -1.76710 2.69676 -0.93898 0.406 -0.575 0.426 -0.308
F -3.03219 1.07611 -0.34468 0.073 -0.412 -0.072 -0.298
H 0.28740 0.63887 -3.38263 0.346 -0.316 -0.011 0.356
H 0.61461 1.30195 -1.74246 0.247 0.006 -0.229 0.398
H -0.24050 2.27127 -3.00583 0.009 -0.720 0.539 0.350